1.
Entry from the OMol25 dataset: 2 unconnected molecules or ions with the total composition C2H6N3O (the ωB97M-V functional and the def2-TZVPD basis).

```
12
Properties=species:S:1:pos:R:3:forces:R:3
O -1.34829 -1.17922 -0.09201 -1.601 0.727 -0.968
N 0.69903 -1.39211 -0.04994 2.561 1.363 -2.579
N 0.82538 -0.09472 0.11729 -1.082 0.111 -0.337
N -1.38894 -0.00119 -0.03070 1.073 -2.415 0.184
C 1.83814 0.62378 -0.04698 3.332 -2.781 0.497
C -2.02492 1.05335 -0.10792 -2.490 2.443 2.035
H 1.76726 1.62739 0.16516 -0.390 2.317 -0.081
H 0.36768 -1.87089 0.68211 -1.050 -2.201 3.369
H -1.57347 1.92331 0.41035 0.012 -0.289 -1.248
H 2.92821 0.18349 -0.11350 -2.248 0.718 -0.258
H 1.08604 -1.91646 -0.82174 0.100 0.308 -0.198
H -3.17614 1.04327 -0.11214 1.783 -0.299 -0.415
```
Forces are in eV/Å.

Calculated values
molecular weight = 88.09 g/mol
charge = +1
gap between HOMO and LUMO (spin up / spin down) = 8.5 / 8.5 eV
LUMO level (spin up / spin down) = -5.89 / -5.89 eV


2.
Entry from the OMol25 dataset: a molecular structure, C4H4N4O4 (the ωB97M-V functional and the def2-TZVPD basis).

```
16
Properties=species:S:1:pos:R:3:forces:R:3
O -0.62503 2.74238 0.16870 1.254 -0.535 0.241
O 1.47534 -1.35848 0.64786 -0.149 -2.190 1.198
O 1.23808 0.68189 -0.23326 -3.326 0.898 -0.115
O -2.21968 1.35051 0.12621 -4.307 3.132 0.071
N -3.29827 -1.63210 0.86312 0.378 -0.057 -0.351
N 3.23513 0.06470 0.19499 1.325 1.249 -0.146
N -0.49499 -0.77395 -0.77573 1.698 2.267 -0.660
N -0.93072 1.52475 0.09215 2.477 -0.503 -0.968
C -2.44017 -1.64760 0.09268 -2.007 -0.104 1.319
C -0.16940 0.43554 -0.20786 0.449 0.614 -0.305
C 1.95276 -0.35298 0.28077 1.064 2.153 -0.656
C -1.35740 -1.66678 -0.80283 -0.350 -0.630 0.290
H 3.98591 -0.34442 0.68059 0.352 -1.377 0.629
H 3.46517 1.05782 0.10015 -0.951 -0.569 -0.294
H -1.23538 -2.59097 -1.38271 0.151 0.548 -0.118
H -2.58136 2.50969 0.15518 1.941 -4.896 -0.137
```
Forces are in eV/Å.

Calculated values
molecular weight = 172.10 g/mol
gap between HOMO and LUMO (spin up / spin down) = 8.0 / 8.0 eV
LUMO level (spin up / spin down) = -0.88 / -0.88 eV


3.
Entry from the OMol25 dataset: a molecular structure, C6H13N3 (the ωB97M-V functional and the def2-TZVPD basis).

```
22
Properties=species:S:1:pos:R:3:forces:R:3
N 2.09086 0.71461 0.65094 0.284 0.257 0.303
N 0.87856 -2.13754 0.24177 0.340 -0.606 0.011
N 1.53888 0.71465 -1.59640 0.292 -0.197 -0.282
C -2.13953 -1.28632 -0.67689 0.107 -0.110 0.302
C -0.82010 0.94598 -0.09654 1.670 -0.020 0.144
C 1.12376 0.34420 -0.28411 -1.569 0.727 0.111
C 0.36479 -0.90432 -0.10455 -1.221 0.483 -0.271
C -0.92950 -0.49263 -0.28151 0.525 -0.767 -0.105
C -0.81560 1.57230 1.28123 -0.212 0.016 0.007
H -2.70861 -1.62059 0.19720 -0.103 0.066 -0.064
H 2.00718 0.28799 1.56110 -0.034 0.007 -0.110
H -0.38849 0.89418 2.02461 -0.049 -0.025 -0.048
H 1.88064 -2.25405 0.19759 -0.194 0.053 0.021
H -2.80988 -0.68039 -1.29461 0.069 -0.025 0.069
H -1.83274 1.82741 1.60617 0.077 -0.027 0.057
H -0.22709 2.49700 1.30886 -0.040 -0.078 -0.079
H -1.34223 1.57533 -0.82808 0.157 0.068 -0.058
H 3.04561 0.74630 0.31710 -0.152 0.030 -0.058
H 0.44201 -2.65614 0.99170 0.070 0.196 -0.185
H -1.85707 -2.18310 -1.23487 -0.007 0.054 0.004
H 1.61842 1.72129 -1.69434 -0.040 -0.107 0.112
H 0.88017 0.37384 -2.28637 0.030 0.005 0.120
```
Forces are in eV/Å.

Calculated values
molecular weight = 127.19 g/mol
gap between HOMO and LUMO = 8.2 eV
LUMO level = 0.90 eV


4.
Entry from the OMol25 dataset: a molecular structure, C10H22ClMgN2O4 (the ωB97M-V functional and the def2-TZVPD basis).

```
40
Properties=species:S:1:pos:R:3:forces:R:3
Cl 0.44244 -3.45220 -0.13374 -0.033 -0.455 -0.365
Mg 0.15809 -5.17295 -1.65343 0.043 0.462 0.373
O -4.93338 -2.55529 -1.73757 1.087 0.580 2.184
O 1.01522 0.19503 -2.67032 1.568 -0.148 1.836
O 0.25498 1.00891 1.60963 -0.456 -1.565 0.785
O -0.50313 0.54330 3.73018 -0.364 1.336 -0.777
N -3.16560 -1.45448 -0.75788 1.078 -0.891 0.462
N 2.71311 0.79102 -1.15107 -1.673 -0.532 -1.212
C -4.36428 -2.09864 -0.72490 -0.616 0.210 -2.268
C -2.47711 -1.00149 0.43653 -1.541 0.735 1.222
C 0.89313 -1.04135 2.77231 0.263 0.454 -0.617
C -0.40727 2.25472 1.56077 1.103 2.026 -0.836
C 1.68279 -0.02483 -1.64250 -0.115 1.176 -0.933
C 3.17405 1.91184 -1.95682 -0.890 0.045 -0.554
C -0.36198 2.68013 0.07662 -0.493 0.049 1.072
C 0.14640 0.28987 2.74398 0.198 -1.615 1.348
C 3.39101 0.57301 0.07769 0.561 -0.476 1.060
C -2.32848 -1.41871 -1.92689 0.114 -0.288 -1.264
H 4.43226 0.29297 -0.08191 0.191 0.000 -0.065
H -1.52666 -1.42351 0.76311 0.137 -0.386 -1.006
H 0.63379 2.85023 -0.33276 0.032 -0.430 0.145
H 2.95974 -0.19624 0.71829 -0.309 -0.195 -0.504
H 3.83563 1.57144 -2.75340 0.323 0.101 0.130
H -0.90346 1.88509 -0.43602 0.192 0.223 -0.530
H 1.48072 -0.92551 -1.04238 0.192 0.219 0.242
H -3.12858 -1.18607 1.29072 -0.226 -0.061 0.088
H 3.60821 2.72329 -1.37274 0.226 -0.399 0.228
H 3.39018 1.45694 0.71547 -0.056 0.310 -0.163
H 0.34849 -1.74578 2.14363 0.286 -0.062 -0.212
H 0.92944 -1.45791 3.77892 -0.253 0.391 -0.039
H 2.31460 2.35225 -2.46226 -0.105 -0.096 -0.065
H -1.42487 2.37931 1.93099 -0.071 -1.086 0.130
H -4.83541 -2.02633 0.26758 -0.007 -0.349 -0.027
H 0.20357 2.89262 2.19956 -0.106 0.457 -0.056
H -1.34009 -1.84693 -1.76007 0.057 0.168 0.476
H -2.73325 -2.01173 -2.74700 -0.461 0.121 0.166
H 1.92185 -0.92125 2.43255 -0.105 -0.188 -0.285
H -2.19450 -0.40246 -2.29756 0.024 0.107 0.091
H -0.89549 3.62573 -0.01988 -0.185 -0.065 -0.120
H -2.40616 0.08593 0.41260 0.388 0.119 -0.138
```
Forces are in eV/Å.

Calculated values
spin multiplicity = 2
molecular weight = 294.05 g/mol
gap between HOMO and LUMO (spin up / spin down) = 7.6 / 7.4 eV
LUMO level (spin up / spin down) = -0.12 / -1.70 eV
<S²> = 0.751


5.
Entry from the OMol25 dataset: 2 unconnected molecules or ions with the total composition C8H18O2P (the ωB97M-V functional and the def2-TZVPD basis).

```
29
Properties=species:S:1:pos:R:3:forces:R:3
P 0.09407 0.53209 1.68224 0.486 -1.457 -0.083
O 0.42351 0.67845 0.20150 -0.345 -0.468 -0.415
O 1.01671 -1.54397 -0.96450 -0.440 -0.626 0.059
C -0.94209 -0.99888 2.07198 5.512 0.302 0.651
C -0.87708 1.93170 2.30064 -1.482 0.092 0.771
C 1.66286 0.56093 2.69333 1.081 0.262 -2.758
C 0.13932 -0.71884 -1.28619 0.331 0.959 0.596
C 2.45450 -1.37196 -1.30703 -0.919 -2.474 -0.325
C -0.81853 -0.23307 -2.02378 1.475 -2.183 -1.627
C -1.10860 -1.02625 -3.35379 2.371 0.428 -0.536
C -1.44549 1.05716 -1.90225 -2.948 0.355 0.183
H -2.17906 -0.99819 -3.44644 -0.385 -0.271 -0.391
H 2.88106 -2.35943 -1.03461 -0.424 0.311 -0.728
H 2.83768 -0.79032 -0.51999 0.599 1.876 0.089
H -0.68758 -2.08797 -3.37105 -0.739 1.493 0.135
H -2.03244 1.32662 -2.78977 0.134 -0.371 0.143
H -0.75341 1.80505 -1.77128 1.695 1.715 0.459
H 2.31768 -0.26499 2.93008 -0.830 -1.198 -0.034
H 2.48770 1.15520 2.14779 -1.868 0.110 0.816
H -2.13831 1.10016 -1.04898 0.159 -0.031 -0.184
H -0.79311 -1.06806 3.13401 -0.831 0.120 0.830
H -1.96432 1.68424 2.50901 1.311 -0.327 0.029
H -0.47392 2.39936 3.22876 -0.169 -0.277 -0.872
H -1.87897 -0.84279 1.72789 -3.041 0.080 -0.891
H 2.49553 -1.20085 -2.39631 0.496 0.587 0.871
H 1.29585 0.96546 3.57479 0.090 1.180 1.906
H -1.02514 2.65222 1.50356 0.665 0.347 -0.127
H -0.59242 -0.42410 -4.24624 -1.288 -1.248 1.930
H -0.39598 -1.91894 1.75662 -0.697 0.714 -0.495
```
Forces are in eV/Å.

Calculated values
molecular weight = 177.20 g/mol
charge = +1
gap between HOMO and LUMO = 10.6 eV
LUMO level = -2.73 eV


So what do the calculations give for electronic energy? Going down the list: -318.82011 -674.61302 -400.61006 -1464.99204 -807.12443 hartree.
So what do the calculations give for relative energy (zero: lowest compared OMol25 entry of this formula, charge and spin)? Going down the list: 177.1 160.6 52.0 0.0 54.2 kcal per mole.